Here is a cluster of 8 separate species, C30H45N5O9 in total in a non-equilibrium geometry from the Open Molecules 2025 dataset. Energies are from ωB97M-V/def2-TZVPD.

SMILES: O=C1OCCO1.O=C1OCCO1.O=C1OCCO1.c1ccncc1.CCCC#N.CCCC#N.CCCC#N.CCCC#N
Energy: -57715.435 eV
ΔE to the lowest compared entry with this formula, charge and spin: 0.00 kJ/mol
LUMO energy: 0.21 eV

The geometry in ORCA input format:
```
! RIJCOSX wB97M-V def2-TZVPD def2/J DEFGRID3
* xyz 0 1
N 1.07170 0.03872 -0.38324
C -0.16861 -0.33943 -0.04006
C -0.74821 -0.07058 1.21814
C -0.03628 0.74844 2.09522
C 1.23417 1.21076 1.70478
C 1.75362 0.80970 0.45645
H -0.65691 -1.03483 -0.70668
H -1.75280 -0.33258 1.51571
H -0.49639 0.95736 3.04971
H 1.82314 1.75717 2.42655
H 2.69902 1.13895 0.05121
C 0.30243 -1.99261 5.95204
C -0.52151 -1.71968 4.74748
O -1.43633 -2.76232 4.82309
C -1.00053 -3.74443 5.57578
O -1.57704 -4.85305 5.63033
O 0.06243 -3.32721 6.27097
H 0.06815 -1.27508 6.73840
H 1.37165 -1.92067 5.75285
H 0.05098 -1.86302 3.83107
H -1.03724 -0.76070 4.79739
C -5.17729 0.60390 1.36217
C -5.32982 -0.91323 1.71935
O -4.74104 -0.86907 2.97964
C -3.92867 0.13096 3.13334
O -3.14794 0.29006 4.08947
O -4.10332 1.03944 2.21922
H -6.01695 1.20959 1.70308
H -5.07489 0.87497 0.31139
H -4.78650 -1.54570 1.01729
H -6.38064 -1.19951 1.67540
C -0.11793 3.02797 -1.26339
C -1.47786 2.26904 -1.35081
O -2.32771 3.24246 -1.85207
C -1.69583 4.42752 -2.13043
O -2.26009 5.40130 -2.49070
O -0.41731 4.29274 -1.94866
H 0.66462 2.51877 -1.82591
H 0.17119 3.15354 -0.21996
H -1.79843 1.82253 -0.40955
H -1.33431 1.45330 -2.05936
C -1.43362 -3.88906 0.15293
C -2.77388 -4.08121 0.83536
C -2.66267 -3.69356 2.29599
C -3.88408 -3.91410 3.03414
N -4.84557 -4.08559 3.62663
H -0.60305 -4.51677 0.47578
H -0.97288 -2.91744 0.33119
H -1.59416 -4.11946 -0.90028
H -2.95832 -5.15429 0.78467
H -3.47189 -3.50224 0.23065
H -2.38138 -2.65812 2.48793
H -1.89774 -4.33314 2.73634
C 4.13504 3.78419 2.19555
C 4.07757 4.72622 1.00959
C 2.71486 4.90953 0.37018
C 2.88450 5.64657 -0.90873
N 3.07176 6.20473 -1.90769
H 3.50869 4.19646 2.98664
H 5.11658 3.67572 2.65698
H 3.82629 2.78663 1.88307
H 4.84481 4.45832 0.28318
H 4.35258 5.66989 1.48070
H 2.07569 5.44538 1.07191
H 2.32121 3.92157 0.13125
C 0.70902 -3.10748 -2.85287
C 0.26528 -3.27687 -4.33154
C -1.25031 -3.43115 -4.40638
C -2.05029 -2.41358 -3.74980
N -2.64347 -1.55572 -3.20062
H 0.72386 -2.05367 -2.57474
H 1.76175 -3.38678 -2.80987
H 0.07061 -3.72977 -2.22574
H 0.60667 -4.26831 -4.62920
H 0.58075 -2.43346 -4.94574
H -1.43439 -4.33302 -3.82256
H -1.62660 -3.53583 -5.42400
C 4.07905 -0.02096 -4.52852
C 4.63860 1.36729 -4.92652
C 3.71189 2.55712 -4.49654
C 3.81957 2.71880 -3.02993
N 3.91620 2.86477 -1.90736
H 4.11868 -0.32887 -3.48366
H 4.64255 -0.80049 -5.04125
H 3.02809 -0.09588 -4.80773
H 4.70636 1.40166 -6.01387
H 5.66282 1.50209 -4.57881
H 2.66674 2.44007 -4.78301
H 4.12160 3.46461 -4.94005
*
```

Here is a cluster of 9 separate species, C30H45N7O2S2 in total in a non-equilibrium geometry from the Open Molecules 2025 dataset. Energies are from ωB97M-V/def2-TZVPD.

Energy: -68027.960 eV
Expectation value of S²: 0.751
LUMO energy (alpha / beta): 2.09 / 2.04 eV

The geometry in ORCA input format:
```
! RIJCOSX wB97M-V def2-TZVPD def2/J DEFGRID3
* xyz -1 2
C 12.67495 -10.29418 12.11560
S 11.52366 -11.57142 11.48261
O 10.71153 -12.17494 12.69723
C 10.42506 -10.61595 10.40670
H 12.96031 -10.63556 13.11065
H 12.11826 -9.35776 12.15186
H 13.40186 -10.10305 11.32620
H 10.95096 -10.33071 9.49556
H 9.99001 -9.78039 10.95503
H 9.61141 -11.23830 10.03419
C 11.92327 -15.77536 8.49235
S 11.13161 -14.28030 9.19289
O 11.97377 -13.04797 9.05966
C 10.97644 -14.88383 10.93133
H 11.46643 -16.71773 8.79456
H 12.97944 -15.62888 8.71851
H 11.84469 -15.69902 7.40787
H 10.40634 -14.16222 11.51645
H 11.88145 -15.16464 11.47003
H 10.23857 -15.68581 10.95340
C 7.92678 -13.68503 13.88803
C 7.75541 -13.60565 12.43029
N 7.56365 -13.50697 11.27233
H 6.93446 -13.60232 14.33139
H 8.57622 -12.88125 14.23482
H 8.27948 -14.68329 14.14722
N 15.64788 -17.01475 11.64121
C 17.01163 -17.06360 11.78465
C 17.26387 -16.12536 12.63890
C 16.11024 -15.61947 13.13065
C 15.03714 -16.28439 12.63415
H 15.05678 -17.57633 11.04512
H 17.56883 -17.70793 11.12075
H 18.20992 -15.61392 12.73798
H 16.06704 -14.74428 13.76199
H 13.95757 -16.28051 12.66450
N 10.17683 -19.78406 10.45229
C 9.72147 -20.10177 9.20333
C 8.70848 -19.16769 8.87140
C 8.69727 -18.21340 9.86296
C 9.45490 -18.69173 10.92478
H 11.00433 -20.16895 10.88497
H 10.11628 -20.93986 8.64825
H 8.14410 -19.03921 7.95961
H 8.12588 -17.31340 10.03590
H 9.72189 -18.16988 11.83185
N 16.36328 -10.18989 10.95016
C 15.93330 -11.44774 11.01922
C 15.44881 -11.77245 9.77194
C 15.76635 -10.75403 8.90045
C 16.45744 -9.83335 9.62291
H 16.67896 -9.62205 11.72346
H 15.96033 -12.00956 11.94119
H 14.80587 -12.60186 9.51680
H 15.52264 -10.63483 7.85508
H 16.80521 -8.86220 9.30304
N 9.43291 -15.84551 5.22116
C 10.80347 -16.04878 5.17295
C 11.35997 -14.70491 4.96675
C 10.36656 -13.78126 4.93422
C 9.17047 -14.53484 4.90614
H 8.67029 -16.50566 5.27320
H 11.23229 -17.02435 5.34837
H 12.42942 -14.55485 4.97933
H 10.45984 -12.72821 4.71334
H 8.16054 -14.19646 4.72741
N 10.81888 -9.09438 6.72733
C 10.48234 -10.40163 6.91561
C 9.11117 -10.50872 6.83981
C 8.48201 -9.29845 6.49640
C 9.63107 -8.44653 6.53670
H 11.72971 -8.66496 6.80533
H 11.22693 -11.16618 7.08130
H 8.64848 -11.48412 6.86988
H 7.44895 -9.20178 6.19667
H 9.69957 -7.37575 6.41370
N 16.80338 -18.26751 7.34744
C 16.84359 -17.90848 6.03041
C 16.01722 -16.81073 5.86947
C 15.60404 -16.47778 7.16314
C 15.88416 -17.48072 8.05225
H 17.35054 -19.04724 7.68321
H 17.54560 -18.51331 5.47564
H 15.96458 -16.26222 4.94062
H 15.02424 -15.63285 7.50421
H 15.50536 -17.59483 9.05718
*
```

Here is a structure of composition C30H45N9OPZn in a non-equilibrium geometry from the Open Molecules 2025 dataset. Energies are from ωB97M-V/def2-TZVPD.

Energy: -104997.359 eV
ΔE to the lowest compared entry with this formula, charge and spin: 0.00 kJ/mol
LUMO energy: -2.53 eV

The geometry in ORCA input format:
```
! RIJCOSX wB97M-V def2-TZVPD def2/J DEFGRID3
* xyz 1 1
Zn -0.10029 0.96242 0.98255
C 1.47855 3.02198 -1.34646
C 0.37472 2.74105 -2.36972
C -0.33969 1.43732 -2.14704
N -1.00948 1.36688 -0.84151
C -2.29487 1.71700 -0.81093
C -2.92189 2.26213 -1.98436
C -4.22151 2.73721 -2.03032
C -5.20245 3.00730 -1.11273
C -5.11846 2.88511 0.26949
C -4.13427 2.21157 1.02455
C -2.93925 1.56707 0.55230
N -2.17268 0.96562 1.45089
C -2.63287 0.61459 2.76494
C -1.60987 -0.17127 3.56765
C -0.85227 -1.29656 2.85794
N 0.27332 -0.71466 2.17009
C 1.36565 -1.37729 1.77703
C 1.31089 -2.80669 1.94224
C 2.42932 -3.64115 1.77109
C 3.79446 -3.27509 1.92091
C 4.31423 -1.97950 2.04314
C 3.77342 -0.80270 1.47607
C 2.47405 -0.56629 1.11377
N 2.01648 0.47752 0.43693
C 3.08845 1.23465 -0.20769
C 2.66337 2.00805 -1.42962
H 1.79662 3.99017 -1.57068
H 1.11695 3.04431 -0.26187
H -0.35166 3.51488 -2.42451
H 0.84276 2.63404 -3.37577
H -0.96477 1.15588 -3.02522
H 0.49404 0.73149 -2.14119
H -2.41719 2.23416 -2.98077
H -4.48730 2.92691 -3.03394
H -6.17633 3.46402 -1.49437
H -5.90070 3.32074 0.87102
H -4.17467 2.24492 2.06345
H -3.01135 1.44919 3.35078
H -3.44230 -0.16556 2.57323
H -0.82229 0.48888 4.01387
H -2.20105 -0.60714 4.40608
H -0.37499 -2.04414 3.54187
H -1.57669 -1.80368 2.16454
H 0.34607 -3.28177 2.05537
H 2.31795 -4.71241 1.78944
H 4.52435 -4.05708 2.04030
H 5.32601 -1.87946 2.28425
H 4.46914 -0.01851 1.44225
H 3.61211 1.79266 0.52653
H 3.84846 0.54085 -0.56683
H 3.60330 2.52387 -1.78411
H 2.47335 1.21374 -2.16018
C -0.24379 -4.30515 -3.70569
N -1.01419 -2.95602 -3.82639
C -1.93642 -2.82102 -2.64193
N -1.28306 -3.01145 -1.36528
C -0.53431 -4.24230 -1.35104
N 0.43530 -4.36774 -2.47921
C 1.52938 -3.40447 -2.32299
P 0.96871 -1.55711 -2.23154
C -0.03737 -1.74587 -3.80168
C -0.46299 -1.86117 -1.03781
H 0.37511 -4.38947 -4.62396
H -0.93060 -5.13287 -3.63349
H -1.69058 -2.90779 -4.63882
H -2.64078 -3.64984 -2.78488
H -2.50233 -1.94164 -2.66022
H -1.13054 -5.14932 -1.31846
H 0.02308 -4.25725 -0.45108
H 2.25699 -3.53818 -3.11453
H 2.18405 -3.54536 -1.46050
H 0.58362 -1.81842 -4.65981
H -0.68611 -0.84303 -3.93538
H -1.09593 -0.91148 -0.78195
H 0.09373 -2.08632 -0.09874
C 1.25509 5.03272 3.22261
N 1.79765 3.69367 3.54923
C 1.22857 2.58104 2.96866
N 1.59485 1.37156 3.54853
O 0.63891 2.67437 1.89444
H 0.20823 5.16614 3.47066
H 1.33126 5.25505 2.15701
H 1.88722 5.77026 3.74353
H 2.03350 3.66423 4.48344
H 1.91378 1.45779 4.50727
H 1.17310 0.48924 3.23523
*
```

Here is a structure of composition C30H45NO2P2Zn in a non-equilibrium geometry from the Open Molecules 2025 dataset. Energies are from ωB97M-V/def2-TZVPD.

Energy: -104413.559 eV
LUMO energy: -0.74 eV

The geometry in ORCA input format:
```
! RIJCOSX wB97M-V def2-TZVPD def2/J DEFGRID3
* xyz 0 1
P -3.53908 -1.22981 -4.76235
P 0.44568 -1.49752 -5.22401
C -2.30580 -1.32828 -6.10612
C -1.06278 -2.23700 -5.94717
H -2.03098 -0.28942 -6.36231
H -2.90315 -1.70449 -6.95606
H -1.29937 -3.17697 -5.41741
H -0.75788 -2.50965 -6.97165
C 1.14167 -0.58714 -6.62482
H 2.13253 -0.19826 -6.35968
H 0.49252 0.24691 -6.91510
H 1.23438 -1.27081 -7.47959
C 1.56947 -2.81350 -4.77968
H 2.12995 -3.13260 -5.67531
H 1.01217 -3.67858 -4.38586
H 2.28947 -2.46783 -4.02504
C -4.81620 -0.05785 -5.29491
H -5.27113 0.45007 -4.43344
H -5.59418 -0.63899 -5.81424
H -4.40989 0.69003 -5.98925
C -4.38274 -2.84135 -4.76539
H -3.65017 -3.65584 -4.82966
H -5.06510 -2.87012 -5.62409
H -4.96481 -2.96251 -3.84134
Zn 1.16276 -1.13690 -0.48134
C -0.04471 -0.21152 -4.01528
C -0.79748 0.85923 -4.62953
C -1.95796 1.60229 -4.19634
C -2.45885 1.46260 -2.72210
C -3.23630 0.28815 -2.38764
C -3.14186 -1.02108 -3.02488
C -1.74771 -1.71630 -2.65147
C -0.47700 -0.86463 -2.65084
C -0.17618 -1.52075 0.96286
H 0.96758 0.21555 -3.82268
H -0.29758 1.32142 -5.49192
H -2.80708 1.47519 -4.91243
H -1.69575 2.67215 -4.34821
H -1.57499 1.59301 -2.06607
H -3.11900 2.33426 -2.53287
H -4.06634 0.40717 -1.67586
H -3.91597 -1.64488 -2.54686
H -1.59206 -2.63410 -3.23996
H -1.84782 -2.07982 -1.61689
H -0.55430 -0.07506 -1.88765
H 0.36212 -1.55247 -2.32073
H 0.39361 -1.84227 1.85025
H -0.92941 -2.26215 0.65504
H -0.66631 -0.55885 1.18785
C 2.98655 -2.72819 5.75231
C 2.01547 -1.60754 5.48952
C 0.83049 -1.55578 6.21613
C -0.11670 -0.54942 5.99944
C 0.12592 0.40599 5.02114
C 1.31838 0.36841 4.28497
N 1.46555 1.27849 3.26344
C 2.60153 2.01016 2.93379
C 3.44422 2.58684 3.90129
C 4.60865 3.22495 3.47021
C 4.90252 3.32454 2.10388
C 4.08405 2.69516 1.15544
C 2.92307 2.06667 1.57669
C 1.99779 1.25981 0.70131
O 0.81528 1.62539 0.53288
O 2.54847 0.17711 0.21987
C 2.28997 -0.64451 4.51057
C 3.53123 -0.70601 3.67924
H 3.10746 -3.37795 4.87695
H 3.98431 -2.36735 6.02705
H 2.62756 -3.35536 6.57305
H 0.65202 -2.32927 6.97135
H -1.03468 -0.51857 6.58083
H -0.58484 1.20708 4.81006
H 0.61149 1.56794 2.76811
H 3.16374 2.51896 4.95077
H 5.26685 3.67307 4.21064
H 5.78750 3.87290 1.77476
H 4.31819 2.69679 0.09291
H 4.05851 -1.65187 3.83370
H 3.32685 -0.61636 2.60354
H 4.22768 0.09913 3.94694
*
```